(1)
DFT (wB97M-V/def2-TZVPD) results for a cluster of 8 separate species, C47H73BClFNO16S4 in total in a non-equilibrium geometry.

XYZ file:
```
144
Properties=species:S:1:pos:R:3
C 5.512 -1.852 1.049
O 6.179 -1.496 -1.226
N -2.839 -2.217 -4.081
H 2.639 2.493 -2.454
H -7.895 2.791 -3.088
H -3.256 0.628 -4.539
H 3.827 -2.418 -3.077
C -9.921 3.449 -2.988
H -6.198 -1.677 3.780
H -9.248 -0.344 5.656
C 1.364 -1.666 -4.727
H 1.873 3.040 5.136
C 7.497 1.793 5.046
H 3.028 0.739 4.379
H -5.504 1.727 -5.020
H 8.249 1.601 4.280
H -7.241 -2.714 4.769
O -0.028 0.648 4.754
C 4.951 -3.049 1.923
H -10.962 4.130 -1.244
C -1.371 -0.205 -1.018
H 10.017 -1.761 -2.101
H 9.700 -1.129 -3.725
O 1.125 -3.345 -0.231
H 3.395 1.360 -3.594
B 1.488 -2.789 -1.494
O 5.186 1.178 -1.129
C -8.223 -1.021 3.902
H 2.301 0.908 2.750
C -1.802 -0.513 -2.395
H 5.276 -0.914 1.600
H -2.404 6.874 7.090
C -2.043 -2.560 -0.316
C -5.460 0.615 -4.897
H -2.293 5.815 8.529
H 1.348 -2.791 -4.811
C -1.498 -1.237 0.026
C 2.138 0.557 3.774
C -11.166 3.544 -2.142
O -5.867 1.056 -1.342
H 0.515 0.709 -3.237
H 2.578 -2.990 3.744
C -3.158 4.236 6.321
O -9.894 3.885 -4.119
C 11.689 -0.801 -3.011
H -3.869 -0.041 -0.321
O 4.091 1.288 0.760
C -4.050 -1.465 -4.413
C -4.158 -0.024 -4.608
C 4.429 0.625 -0.318
C -7.131 0.710 0.645
C -1.829 4.853 6.673
S -1.048 -0.628 -5.738
H 6.702 2.403 4.612
C -9.460 -0.928 4.759
C 6.932 0.483 5.530
H -11.953 4.039 -2.711
C 3.540 -1.325 -3.160
F 3.031 -1.036 0.630
H 4.989 -1.494 3.602
C 0.702 -1.156 -6.107
C 2.551 1.443 -2.867
H -7.672 0.284 -5.161
H -7.923 1.207 0.081
H 3.852 -3.221 1.811
O 4.851 -0.680 -3.328
H 6.270 1.014 7.496
H 1.302 -0.268 -6.454
H -4.918 -1.077 0.661
C -2.450 -2.823 -1.691
S 3.727 -3.400 4.396
C 2.856 -1.225 -4.563
H -9.799 -1.929 5.033
C 5.139 -2.590 3.458
H -2.880 -3.833 -1.920
H -7.468 -0.285 0.913
H 13.240 0.277 -4.005
H -2.180 -3.362 0.451
O 1.778 -3.751 -2.508
H 6.636 -1.959 1.053
C 5.870 0.539 6.598
H -5.218 -3.370 -4.363
H -6.690 -1.129 5.393
C 12.152 0.301 -3.931
C 0.954 1.262 4.378
H 5.556 -3.992 1.839
C 1.167 1.494 -3.695
H 2.240 -4.505 -2.105
H 0.684 2.501 -3.635
H 3.467 -1.872 -5.263
C -6.579 -1.640 -4.801
H -2.996 3.373 5.674
H 0.655 -1.351 -3.925
H 1.946 -0.517 3.748
C 3.800 -0.858 -0.553
H 0.719 -1.947 -6.900
C 2.839 -0.809 -1.863
C -8.715 2.791 -2.370
S -1.337 -3.591 -5.788
H 7.969 2.324 5.876
H 2.953 -0.190 -5.008
C -1.844 6.068 7.567
O -8.205 -0.583 2.771
H -0.821 6.404 7.736
O 12.482 -1.552 -2.480
H -8.949 1.758 -2.108
Cl 4.714 -3.640 -0.806
C -6.682 -0.187 -4.973
H -8.403 3.344 -1.482
S 6.003 -1.820 -2.850
H 9.819 -0.015 -2.331
H -10.252 -0.432 4.197
C -2.346 -1.815 -2.764
H -0.973 0.808 -0.753
O 7.316 -0.574 5.078
H -3.666 3.903 7.228
H 5.555 -0.475 6.849
H 1.318 1.235 -4.778
H 0.113 3.137 4.949
C -5.294 -2.262 -4.520
H -6.922 1.292 1.543
H 1.095 -4.315 -0.329
C -7.010 -1.680 4.506
C -5.893 0.618 -0.209
H -11.507 2.544 -1.868
H -7.470 -2.317 -4.838
H 5.004 1.094 6.233
H -3.777 4.962 5.789
H -1.707 0.298 -3.151
C 4.982 -1.847 -0.476
C 10.207 -0.930 -2.781
C -1.816 -2.151 -5.114
O 2.450 0.565 -1.790
O -0.791 4.392 6.253
O 1.543 -1.407 -1.590
H 11.848 1.271 -3.531
C 1.031 2.762 4.499
H 11.729 0.156 -4.927
H -4.368 0.509 1.289
H -1.206 -1.011 1.078
C -4.684 -0.043 0.401
H 6.063 -3.005 3.924
H 1.144 3.208 3.508
O 7.300 -1.493 -3.441
```

max |F|: 0.100 Eh/bohr
calculated total energy: -5270.913435 Eh
spin multiplicity: 1
Kohn-Sham gap: 6.072 eV
total charge: -1
HOMO: -4.8403 eV


(2)
DFT (wB97M-V/def2-TZVPD) results for a structure of composition C47H74CsGeN6SSi6.

XYZ file:
```
136
Properties=species:S:1:pos:R:3
C 4.546 -5.689 2.897
H 3.884 -6.511 2.614
H 4.292 5.255 -2.174
H 3.264 3.471 -5.662
H -0.881 -0.955 -3.838
H -1.097 2.039 -1.810
H 0.105 -1.967 2.844
C 4.557 -3.605 -1.002
H -0.883 1.303 -4.327
H 3.218 4.945 4.201
H 4.733 -3.246 -3.733
Cs 0.959 -0.467 0.371
H 3.123 -4.984 5.744
H -5.011 -2.292 -1.603
H 0.274 6.281 -2.317
H -4.374 -1.419 -5.755
H -0.795 3.057 -4.435
H 5.160 -5.444 2.027
N -1.174 1.659 2.379
H 5.125 -2.716 -1.277
H 0.283 5.118 -3.654
C 3.517 3.110 3.120
C -3.377 2.461 2.882
H 5.243 -4.452 -0.917
C -4.869 1.172 -0.641
C -2.481 1.527 2.338
Si 1.929 4.444 -1.876
C -4.398 -0.411 -5.355
H -4.246 -3.324 -2.818
H -2.333 3.189 -1.277
H 4.598 3.153 3.101
H 1.679 0.352 -6.408
H 2.802 4.430 0.469
H 1.974 -5.424 -2.439
C 2.476 -3.656 2.040
C 0.786 2.881 3.044
H -4.616 0.933 0.393
C 2.173 3.436 -5.692
S -0.404 6.888 5.446
C 3.319 5.538 -2.583
H 2.191 -4.995 -0.723
C 5.211 2.516 -0.808
H -5.204 0.432 -7.157
H -0.649 2.077 -5.903
H -1.742 1.957 -0.165
H 3.447 -4.369 -4.203
H 1.863 3.287 -6.733
C 1.366 3.998 3.694
N 1.811 -1.969 -2.442
H 3.396 -6.015 -1.555
C -0.655 2.744 2.989
C 1.764 -3.321 1.082
H 1.802 -5.442 4.653
H 4.179 -1.932 4.211
H 4.887 -4.973 -3.362
H -0.538 4.717 -2.142
C -4.051 -2.598 -2.024
H 4.781 2.105 0.109
C 2.050 0.431 -5.380
H -1.551 -2.587 -3.937
C -1.404 -3.366 3.431
H 3.374 5.449 -3.670
C 2.705 -5.176 -1.667
C 4.808 -0.042 -2.322
C 4.727 -2.825 3.902
C 2.767 4.090 3.715
C -4.873 1.935 -5.661
Si 3.530 -4.182 3.395
H -3.133 -5.912 3.377
Ge 1.980 2.087 -2.245
H -3.410 -1.611 0.743
H 6.393 2.304 -3.709
H -0.750 -2.035 -2.468
C 2.507 -4.646 4.907
C -4.433 2.210 -4.375
C -4.862 0.629 -6.147
C 3.507 -3.933 -2.068
C -1.411 -1.725 -3.276
Si -3.368 1.013 -1.770
H -4.445 2.296 2.804
Si -3.080 -1.127 -2.690
Si 4.347 1.799 -2.339
C -2.692 -3.823 3.201
H 1.671 -0.419 -4.806
Si 1.496 2.056 -4.571
C -3.977 1.173 -3.563
C 0.526 4.994 4.299
H 4.987 2.059 -4.754
H 3.145 6.591 -2.334
H -3.502 4.325 3.950
H 1.929 -3.779 5.238
H -2.847 0.631 1.848
H 5.097 3.603 -0.760
N -1.612 -1.690 1.738
H 1.825 5.880 0.185
N -1.564 5.856 4.839
H -0.771 -3.837 4.173
C 5.321 2.505 -3.813
C -0.881 4.867 4.239
C -0.910 -2.309 2.683
C 0.337 5.216 -2.567
H 6.282 2.287 -0.813
C 1.901 4.808 -0.024
N 0.968 6.081 4.947
H 1.049 4.309 0.448
C 2.574 -2.802 -2.231
C -2.850 -2.128 1.518
C -0.384 2.129 -4.842
H -5.673 0.509 -0.969
H 5.891 -0.199 -2.350
H -4.324 -4.863 4.144
H 5.207 -6.035 3.696
C -3.947 -0.148 -4.062
H 4.354 -0.564 -3.169
H 5.180 3.586 -3.887
C -2.005 2.148 -1.210
H 3.141 0.352 -5.405
H -2.748 -5.130 4.909
H -5.249 2.197 -0.656
H 3.417 1.252 2.015
H 1.801 4.411 -5.366
H -4.444 -3.481 1.987
H 5.375 -3.133 4.727
C -3.430 -3.175 2.215
C -1.475 3.739 3.582
H 5.359 -2.546 3.055
C -2.867 3.569 3.505
H -4.437 3.233 -4.014
H -5.221 2.740 -6.299
C -3.258 -4.994 3.955
N 1.539 1.924 2.464
H -3.477 -3.107 -1.246
C 4.185 -4.140 -3.433
H 4.067 -3.450 -0.040
C 2.847 2.041 2.504
H 4.417 -0.509 -1.413
```

expectation value of S²: 0.77
energy above the lowest of the compared OMol25 structures with the same formula, charge and spin: 0.298 eV
max |F|: 0.010 Eh/bohr
calculated total energy: -6396.255852 Eh
spin multiplicity: 2
Kohn-Sham gap (alpha / beta): 3.567 / 5.200 eV
total charge: -2
HOMO (alpha / beta): -0.1970 / -1.8300 eV